(1)
DFT (wB97M-V/def2-TZVPD) results for a molecular structure, C5H4ErO7 at a distorted geometry.

Each line ends with the Löwdin spin population.
Cartesian coordinates (Å):
O 1.19961 -1.40685 0.94016  0.015
C 0.05011 -1.98172 0.91890  0.006
O -0.12046 -3.14005 1.29065  0.019
O -0.48799 0.53858 1.74123  0.001
O -1.87431 -0.91122 2.76771  0.010
C -1.02094 -0.60474 1.95329  0.018
Er 1.41104 0.76049 0.49522  3.029
O 2.32981 0.72419 -1.44249  -0.006
C 2.70374 -0.05056 -2.51484  0.002
C 2.16810 -1.47307 -2.45949  0.013
O 0.73253 -1.49554 -2.61431  0.151
C -0.08180 -2.00550 -1.72628  0.462
H 2.37101 0.40010 -3.47242  0.001
H 3.80634 -0.15530 -2.59305  0.000
H 2.41762 -1.96495 -1.50857  0.006
H 2.55011 -2.07062 -3.29592  0.001
O -1.26923 -1.89986 -1.86676  0.273

Output
Gap between HOMO and LUMO (spin up / spin down), eV: 5.19 / 5.32
Spin multiplicity: 5
Energy above the lowest of the compared OMol25 structures with the same formula, charge and spin, kJ/mol: 0.0
Expectation value of S²: 6.008
HOMO energy (spin up / spin down), eV: -7.9 / -7.9

=====

(2)
DFT (wB97M-V/def2-TZVPD) results for 2 unconnected molecules or ions with the total composition C24H22INO8S at a distorted geometry.

Each line ends with the Löwdin charge.
Cartesian coordinates (Å):
C -4.15722 3.00695 -1.34508  -0.130
C -3.34650 1.79593 -0.66165  -0.309
C -2.45768 0.94032 -1.73205  -0.715
I -3.53684 -0.74439 -2.58150  0.867
C -1.15508 0.45730 -0.89592  -0.222
C -1.28890 -0.31160 0.47450  -0.006
C -0.05354 -0.74109 1.31071  0.018
C 1.36271 -0.41421 0.77778  -0.032
C 1.50934 0.32288 -0.60819  -0.014
C 0.26002 0.75952 -1.45694  0.059
C 3.01611 0.63939 -1.09340  -0.242
O 3.37742 0.56087 -2.29137  0.083
C 4.02861 1.01823 0.11608  -0.064
S 5.27040 2.34176 -0.23680  0.752
C 6.88197 2.13004 0.64201  -0.153
O 4.64233 3.65660 0.23164  -0.386
O 5.54325 2.54256 -1.72167  -0.355
C 3.89488 0.34920 1.37272  -0.068
N 4.78865 0.70612 2.49154  0.024
C 4.03350 1.39004 3.57436  -0.336
C 4.41532 2.94627 3.81990  0.011
O 3.11562 0.84601 4.25583  0.068
C 5.58886 -0.43391 2.97297  -0.342
C 5.67741 -0.91285 4.50785  -0.002
O 6.30741 -1.08641 2.15194  0.027
C 2.72878 -0.75968 1.56359  -0.202
O 2.86535 -1.79370 2.25571  0.085
H -4.99714 3.30301 -0.61158  0.079
H -4.62676 2.74986 -2.35554  0.077
H -3.46590 3.93055 -1.39286  0.084
H -2.57136 2.28816 0.04159  0.115
H -3.98955 1.08876 -0.03677  0.096
H -2.05065 1.66125 -2.53371  0.094
H -2.35222 -0.52116 0.86115  0.104
H -0.12215 -1.28701 2.30951  0.111
H 0.44584 1.31970 -2.43908  0.120
H 7.60321 2.90986 0.18689  0.098
H 6.78834 2.42048 1.75799  0.070
H 7.29843 1.06488 0.61878  0.082
H 5.46396 3.01779 4.28116  0.095
H 4.49404 3.39546 2.75430  0.075
H 3.59942 3.44529 4.44029  0.096
H 5.94229 -0.02408 5.19716  0.095
H 6.40445 -1.78422 4.65672  0.099
H 4.62785 -1.26719 4.83110  0.096
O -8.63278 -6.33942 -3.77267  0.108
C -8.18184 -5.22477 -3.58948  -0.387
C -6.73701 -4.94753 -3.73562  0.026
C -6.24325 -3.72560 -3.53245  0.018
C -7.11909 -2.59599 -3.15414  -0.389
O -6.66786 -1.48007 -2.97069  0.007
C -8.56368 -2.87321 -3.00802  0.023
C -9.05760 -4.09521 -3.21120  0.023
H -6.10966 -5.78532 -4.01377  0.124
H -5.18776 -3.50517 -3.63445  0.101
H -9.19098 -2.03538 -2.72987  0.123
H -10.11278 -4.31587 -3.10931  0.123

Output
Gap between HOMO and LUMO, eV: 7.35
Energy above the lowest of the compared OMol25 structures with the same formula, charge and spin, kJ/mol: 841.6
HOMO energy, eV: -9.2

=====

(3)
DFT (wB97M-V/def2-TZVPD) results for 2 unconnected molecules or ions with the total composition C3H2ClNO2 at a distorted geometry.

Each line ends with the Löwdin charge.
Cartesian coordinates (Å):
C 0.89473 0.99031 -0.90626  -0.224
C -0.01213 0.10541 -1.61253  -0.272
C -0.69872 -0.01441 0.93820  0.024
N -0.16512 0.29340 -0.21506  0.081
O 1.71008 1.79577 -0.59200  0.198
O -0.39424 -0.57825 -2.48456  0.218
Cl 0.70638 -2.15753 1.96373  -0.198
H -1.57403 -0.77528 1.00480  0.119
H -0.46696 0.34059 1.90368  0.052

Output
Gap between HOMO and LUMO (spin up / spin down), eV: 7.14 / 6.21
Energy above the lowest of the compared OMol25 structures with the same formula, charge and spin, kJ/mol: 417.2
HOMO energy (spin up / spin down), eV: -10.1 / -9.5

=====

(4)
DFT (wB97M-V/def2-TZVPD) results for a molecular structure, C29H31FIrN4Se at a distorted geometry.

Each line ends with the Löwdin spin population.
Cartesian coordinates (Å):
Ir 0.71752 1.12192 -1.20400  0.947
C -2.00648 2.62452 2.87890  0.002
C -0.95758 2.68532 1.81150  0.014
C -1.27948 3.16812 0.54700  0.018
C -0.30588 3.35662 -0.42620  0.004
C 1.04822 3.05072 -0.15100  -0.002
C 1.35232 2.47362 1.10010  0.004
C 0.36272 2.30852 2.05990  0.007
H -1.57428 2.38292 3.84700  0.000
H -2.77398 1.88792 2.64380  0.001
H -2.50588 3.58842 2.95970  0.001
H -2.30118 3.44032 0.32700  0.000
H -0.57068 3.86912 -1.34110  0.000
H 1.83642 3.48322 -0.76190  0.000
H 2.38262 2.26962 1.36000  0.000
H 0.63402 1.90572 3.02470  0.000
Se -1.92898 -0.17388 -4.01080  0.011
N -1.19158 0.41482 -5.51760  0.005
C -0.08178 1.09342 -5.23610  0.000
C 0.81302 1.69622 -6.12380  -0.006
C 1.91672 2.35142 -5.58960  0.001
C 2.11952 2.41212 -4.22170  0.001
N 1.27282 1.85212 -3.34700  0.045
C 0.22132 1.20102 -3.84350  0.004
N -0.61978 0.59412 -2.98970  0.025
H 0.64092 1.63572 -7.18570  0.000
H 2.63092 2.82792 -6.24270  0.001
H 2.97932 2.91252 -3.79900  0.000
C 0.49572 -1.98158 3.00700  0.000
N 0.59952 -3.01968 2.00450  0.000
C -0.64448 -3.74208 1.85520  0.000
C 1.06592 -2.51798 0.72440  0.000
C 2.45902 -1.95048 0.79580  -0.012
C 3.34502 -2.43418 1.74360  0.002
C 4.60302 -1.87608 1.91390  -0.015
C 4.97022 -0.78778 1.13090  0.001
C 4.12782 -0.33508 0.14130  -0.012
C 2.87582 -0.93598 -0.09950  -0.004
H 0.18102 -2.42608 3.95120  0.000
H -0.22998 -1.20368 2.73070  0.000
H 1.46392 -1.50908 3.14740  0.000
H -0.97108 -4.10918 2.82700  0.000
H -0.49418 -4.59688 1.19630  0.000
H -1.44238 -3.11908 1.42380  0.000
H 0.37042 -1.74668 0.33240  0.001
H 1.05272 -3.36118 0.02280  -0.001
H 3.03322 -3.26068 2.36440  0.000
H 5.28272 -2.27408 2.65390  -0.001
H 5.93042 -0.31438 1.27980  0.000
H 4.43832 0.48762 -0.48870  0.000
F -6.65028 -2.10738 1.07770  -0.001
C -5.40798 -1.60828 0.91540  -0.002
C -4.95278 -1.31808 -0.36560  0.000
C -3.68458 -0.82478 -0.53470  -0.002
C -2.83398 -0.59718 0.58210  0.003
C -1.54698 -0.12328 0.43600  0.023
C -3.35178 -0.90098 1.87330  -0.001
C -4.61148 -1.41128 2.03850  0.000
H -5.60768 -1.48248 -1.20630  0.000
H -3.31808 -0.59898 -1.52710  0.000
H -1.12998 0.08242 -0.54670  0.012
H -0.94388 0.08312 1.29770  0.002
H -2.71558 -0.74238 2.73170  0.000
H -4.99478 -1.66108 3.01600  0.000
C 2.12942 -0.58118 -1.28740  -0.069
H 1.48602 -1.39098 -1.63850  -0.005
H 2.79052 -0.23708 -2.08850  -0.004

Output
Gap between HOMO and LUMO (spin up / spin down), eV: 2.58 / 2.54
Spin multiplicity: 2
Energy above the lowest of the compared OMol25 structures with the same formula, charge and spin, kJ/mol: 429.4
Expectation value of S²: 0.798
HOMO energy (spin up / spin down), eV: -4.9 / -4.8

=====

(5)
DFT (wB97M-V/def2-TZVPD) results for 2 unconnected molecules or ions with the total composition CH9N4O3P at a distorted geometry.

Each line ends with the Löwdin charge.
Cartesian coordinates (Å):
C -2.10879 -1.03149 -0.62384  -0.535
N -3.14283 -1.91911 -0.72491  0.141
N -2.34311 0.20182 -1.14071  0.192
N 3.02381 1.88321 2.18794  -0.042
N -0.95688 -1.37542 -0.16742  0.171
O 2.77037 2.17481 -0.62981  -0.358
O 0.84437 0.44952 -0.51985  -0.396
O 2.10871 0.89929 1.60908  -0.353
P 2.20993 0.95208 -0.06916  0.329
H -3.98204 -1.46351 -0.35178  0.116
H -3.07679 -2.87079 -0.36686  0.115
H -3.23315 0.31535 -1.68339  0.150
H 3.18259 -0.24596 -0.32116  0.057
H 3.32760 2.52141 1.35391  0.081
H 3.89309 1.52050 2.52005  0.041
H 0.00906 -0.69498 -0.42342  0.105
H -0.99688 -2.05363 0.56018  0.109
H -1.52906 0.73691 -1.20886  0.078

Output
Gap between HOMO and LUMO, eV: 8.44
Energy above the lowest of the compared OMol25 structures with the same formula, charge and spin, kJ/mol: 66.8
HOMO energy, eV: -8.5

=====

(6)
DFT (wB97M-V/def2-TZVPD) results for a molecular structure, C2H6N2P at a distorted geometry.

Each line ends with the Löwdin charge.
Cartesian coordinates (Å):
C -0.47981 -0.15863 -1.06296  -0.211
C 0.11585 0.72745 1.05454  -0.311
N -0.18676 0.92365 -0.36958  -0.025
N -0.36745 -1.31588 -0.42331  -0.268
P -0.09226 -1.23260 1.29129  0.938
H -0.68247 -0.01997 -2.13695  0.166
H 1.10086 1.15839 1.55098  0.129
H -0.64771 1.25836 1.72694  0.099
H 0.12289 1.85653 -0.82519  0.213
H -0.82442 -2.34622 -1.07408  0.303
H 1.27888 -1.86072 1.26947  -0.032

Output
Gap between HOMO and LUMO, eV: 9.84
Net charge: +1
Energy above the lowest of the compared OMol25 structures with the same formula, charge and spin, kJ/mol: 136.8
HOMO energy, eV: -13.8

=====

Q: Among the records above, which one has the lowest energy above the lowest of the compared OMol25 structures with the same formula, charge and spin?
A: C5H4ErO7

=====

Q: What is the energy above the lowest of the compared OMol25 structures with the same formula, charge and spin in the first record?
A: 0.0 kJ/mol

=====

Q: Number 3 is which compound?
A: C3H2ClNO2